# 1
Molecular formula: C9H13F9N3OS
Method: DFT, ωB97M-V/def2-TZVPD

energy: -1886.7494 hartree
total charge: +1
HOMO energy: -14.2 eV
ΔE to the lowest compared entry with this formula, charge and spin: 483.5 kJ/mol
structure (SMILES): CCCOc1nn(CCC(F)(F)C(F)(F)S(F)(F)(F)(F)F)c[nH+]1

Each line ends with the Mulliken charge.
CARTESIAN COORDINATES (ANGSTROEM)
C (4.1576, -0.5753, 0.9211)  -0.95
C (4.1585, 0.4851, -0.3105)  -0.51
C (2.6418, 0.9753, -0.6305)  -0.14
O (2.3654, 2.3136, -0.0915)  -0.33
C (0.9592, 2.4470, -0.1310)  0.23
N (0.1861, 1.7401, 0.8646)  -0.47
N (-1.0833, 2.0601, 0.5056)  0.59
C (-2.1904, 1.4827, 1.3571)  -0.78
C (-2.8220, 0.1887, 0.6427)  -0.58
C (-2.1433, -1.1979, 1.1426)  0.61
F (-2.8678, -1.5146, 2.3537)  -0.31
F (-0.7961, -1.0306, 1.5661)  -0.23
C (-2.3953, -2.4318, 0.1638)  0.71
F (-3.7245, -2.4343, -0.3656)  -0.23
F (-2.3366, -3.6114, 0.9768)  -0.25
S (-1.1766, -2.6670, -1.2259)  1.17
F (0.0697, -3.1027, -0.2205)  -0.28
F (-0.7317, -1.0605, -1.2916)  -0.29
F (-2.4113, -2.2813, -2.3271)  -0.32
F (-1.6942, -4.2710, -1.3841)  -0.30
F (-0.1538, -2.9502, -2.5133)  -0.27
C (-1.2126, 2.9297, -0.6378)  -0.04
N (0.1515, 3.2153, -1.0653)  -0.05
H (5.2467, -0.6706, 1.2885)  0.33
H (3.5160, -0.1089, 1.7593)  0.27
H (3.7361, -1.5947, 0.6221)  0.26
H (4.7575, 1.3883, 0.0437)  0.29
H (4.6117, 0.0258, -1.2586)  0.29
H (2.4622, 0.9526, -1.7731)  0.28
H (1.9599, 0.1677, -0.1637)  0.17
H (-1.8592, 1.3129, 2.4340)  0.38
H (-3.0180, 2.2792, 1.3870)  0.33
H (-2.7000, 0.3293, -0.4900)  0.33
H (-3.9577, 0.0861, 0.8168)  0.45
H (-2.1800, 3.3286, -1.1059)  0.38
H (0.4746, 3.7946, -1.8597)  0.28

Forces on the atoms, in the same order (eV/Å):
0.23 0.97 -0.30
-0.74 0.04 0.70
1.29 -2.78 -1.01
-3.93 0.02 -0.91
0.01 -1.17 2.15
1.41 3.67 -5.00
-0.36 2.10 -2.33
-1.91 0.17 -0.37
0.41 -0.40 -0.45
-1.11 1.52 2.15
1.57 0.41 -2.49
-2.75 -0.63 -1.43
-2.44 -2.54 2.55
3.46 0.58 1.60
0.22 2.92 -2.06
0.54 -2.48 -4.44
-2.31 1.15 -1.36
-0.34 -2.03 0.75
2.37 -0.27 1.45
1.17 2.80 0.65
-1.67 0.74 2.18
2.51 -1.31 1.87
-1.82 -3.21 3.91
-1.85 -0.07 -0.49
1.05 -0.91 -1.18
0.62 1.46 0.42
-0.70 -1.13 -0.79
-0.63 0.82 1.45
0.22 0.37 1.79
0.78 1.61 -0.58
0.02 0.20 -1.73
1.29 -1.15 -0.05
-0.06 -0.41 1.62
1.94 0.20 0.03
1.79 -0.73 0.93
-0.31 -0.55 0.76

***

# 2
Molecular formula: C27H57BeFN3O3
Method: DFT, ωB97M-V/def2-TZVPD

multiplicity: 2
energy: -1567.2049 hartree
total charge: 0
HOMO energy (alpha / beta): -7.8 / -7.8 eV

Each line ends with the Mulliken charge.
CARTESIAN COORDINATES (ANGSTROEM)
Be (16.0090, -3.7955, 2.8722)  0.89
F (15.0252, -4.7324, 4.9933)  -0.79
C (12.3002, -7.2680, 2.2523)  -1.39
C (11.3733, -5.9817, 2.0651)  1.29
C (9.8596, -6.5454, 2.2957)  -1.37
C (8.8143, -5.4551, 2.6542)  -0.69
C (9.4018, -4.6709, 3.7973)  -1.35
C (10.7987, -4.0148, 3.6299)  1.70
N (11.7723, -5.0470, 3.1237)  0.78
O (13.0920, -4.5827, 3.0210)  -0.54
C (10.6766, -2.7739, 2.7271)  -1.70
C (11.2856, -3.6579, 5.1086)  -1.65
C (11.2868, -5.4577, 0.6350)  -1.92
H (11.8906, -8.1798, 1.8175)  0.43
H (12.2990, -7.4913, 3.3192)  -0.14
H (13.2725, -7.0256, 1.8235)  0.42
H (9.5211, -7.1822, 1.4784)  0.49
H (9.8745, -7.1833, 3.1794)  0.34
H (7.8936, -5.9415, 2.9763)  0.46
H (8.6010, -4.8419, 1.7786)  0.35
H (9.4580, -5.3435, 4.6532)  0.21
H (8.6805, -3.8916, 4.0433)  0.47
H (10.1102, -1.8948, 3.0345)  0.37
H (11.7027, -2.4076, 2.7579)  0.40
H (10.5789, -2.9140, 1.6506)  0.27
H (11.2469, -4.4585, 5.8473)  0.01
H (12.2468, -3.1611, 5.2404)  0.46
H (10.5593, -3.0074, 5.5958)  0.50
H (10.4270, -4.8682, 0.3164)  0.32
H (11.2115, -6.3329, -0.0102)  0.47
H (12.1626, -4.8605, 0.3811)  0.37
H (13.3959, -5.0232, 3.8179)  0.41
C (10.3225, -6.8102, 8.2001)  -1.83
C (11.7506, -7.3692, 8.2287)  1.68
C (11.6062, -8.7073, 9.1005)  -1.22
C (12.7521, -9.6516, 9.0500)  -0.64
C (13.0177, -9.9382, 7.6214)  -1.54
C (13.2410, -8.7822, 6.6482)  2.35
N (12.2248, -7.7135, 6.8915)  -0.27
O (12.2882, -6.6173, 6.0536)  0.71
C (14.7152, -8.2488, 6.8909)  -1.76
C (13.1434, -9.3137, 5.2370)  -2.24
C (12.6868, -6.4216, 8.9760)  -1.84
H (10.3860, -5.9291, 7.5615)  0.24
H (9.9964, -6.4513, 9.1763)  0.38
H (9.5527, -7.5005, 7.8553)  0.38
H (11.5391, -8.3597, 10.1314)  0.43
H (10.7386, -9.3018, 8.8142)  0.40
H (12.5022, -10.6439, 9.4257)  0.35
H (13.6041, -9.2213, 9.5762)  0.33
H (12.3465, -10.6554, 7.1490)  0.52
H (13.9500, -10.5023, 7.6489)  0.35
H (14.8365, -7.8652, 7.9039)  0.23
H (15.4920, -8.9644, 6.6215)  0.50
H (14.9519, -7.3823, 6.2734)  0.29
H (13.4575, -8.6721, 4.4138)  0.30
H (13.7665, -10.2075, 5.2067)  0.48
H (12.1297, -9.6796, 5.0738)  0.51
H (13.6158, -6.9134, 9.2643)  0.32
H (12.2718, -6.1152, 9.9362)  0.56
H (12.8473, -5.4414, 8.5272)  0.20
H (13.1679, -6.2906, 6.2561)  -0.06
C (16.0803, -4.4757, 9.7652)  -1.69
C (16.4452, -3.4189, 8.7867)  2.00
C (17.1088, -2.1057, 9.3834)  -1.28
C (18.5472, -2.2528, 9.8441)  -0.75
C (19.4472, -2.7899, 8.6994)  -1.18
C (18.9091, -4.0343, 8.0277)  1.49
N (17.4609, -3.9578, 7.7427)  0.10
O (16.9617, -5.0952, 7.0983)  -0.22
C (19.7676, -4.2088, 6.7288)  -1.89
C (19.2132, -5.1900, 9.0010)  -1.62
C (15.1495, -2.9639, 8.0549)  -1.76
H (15.9769, -5.5030, 9.4158)  0.06
H (15.1432, -4.1982, 10.2479)  0.52
H (16.7942, -4.4997, 10.5885)  0.42
H (16.8013, -1.2579, 8.7712)  0.43
H (16.5793, -1.9673, 10.3261)  0.39
H (18.7274, -2.7928, 10.7736)  0.38
H (19.0648, -1.3118, 10.0302)  0.39
H (20.3486, -3.0715, 9.2437)  0.37
H (19.6621, -2.0914, 7.8907)  0.41
H (19.5063, -5.1618, 6.2688)  0.37
H (19.7863, -3.4672, 5.9303)  0.42
H (20.8213, -4.0538, 6.9608)  0.42
H (18.7997, -4.9624, 9.9835)  0.37
H (18.7841, -6.1401, 8.6828)  0.27
H (20.2202, -5.4365, 9.3375)  0.42
H (14.5329, -3.7488, 7.6169)  -0.02
H (15.3273, -2.2734, 7.2305)  0.44
H (14.3946, -2.5790, 8.7405)  0.47
H (16.6240, -4.7431, 6.2714)  0.27

Forces on the atoms, in the same order (eV/Å):
-1.42 -1.01 2.12
1.07 0.79 -1.99
-0.95 1.35 -0.37
-2.04 -1.71 0.19
0.56 0.86 1.36
1.46 -0.71 -0.87
-0.02 0.17 0.56
-0.13 -0.70 0.78
-2.96 0.03 -0.01
-0.09 -0.08 -0.21
2.28 0.56 -0.08
-0.96 0.56 -0.15
0.96 -0.08 -0.61
-0.09 0.24 -0.59
0.43 0.43 -0.03
0.21 -0.37 0.31
0.39 0.18 -0.30
0.25 -0.24 0.11
-0.08 0.08 -0.07
-0.11 0.19 0.01
0.00 -0.08 0.15
0.21 0.29 0.31
-0.51 -0.52 0.39
0.34 0.45 -0.04
-0.68 -0.59 0.13
0.29 -0.77 -0.78
0.14 -0.08 -0.60
-0.25 0.63 -0.45
-0.24 0.17 0.78
0.43 -0.05 -0.21
0.23 -0.14 -0.21
1.32 0.33 0.43
0.45 0.90 -0.43
-0.28 -1.89 1.21
-0.02 1.06 0.24
-0.20 0.13 -0.39
1.59 -0.81 -1.40
1.21 1.77 0.79
-1.35 -2.37 0.45
0.61 -0.03 -0.13
-0.73 0.61 -0.33
-0.20 -0.75 -0.08
-0.11 0.37 0.94
-0.51 0.06 -0.21
0.26 -0.10 0.20
0.33 -0.09 -0.31
-0.69 0.06 0.07
-0.40 0.53 -0.07
-0.01 0.24 0.85
0.27 -0.30 -0.09
-0.70 0.15 0.37
0.33 -0.10 -0.50
0.16 -0.45 0.11
-0.19 -0.30 0.29
-0.21 0.20 -0.30
-0.05 0.21 0.40
0.23 -0.06 -0.13
-0.16 0.23 -0.21
0.20 0.20 -0.42
-0.43 -0.27 0.19
0.32 -0.24 -0.65
0.53 1.01 -0.42
-0.11 -0.23 1.98
1.42 0.55 -2.43
-1.30 -1.51 1.57
1.36 0.81 -2.11
-0.80 -0.20 0.94
0.76 -0.87 -0.12
-0.49 2.34 0.32
0.47 -0.45 0.45
-0.31 -0.20 0.12
-0.43 -0.93 0.72
-0.18 -0.50 -0.32
0.07 0.28 -0.56
-0.23 -0.07 0.01
0.19 -0.12 0.06
0.78 -0.02 -0.24
-0.58 0.27 0.06
-0.57 -0.45 -0.18
-0.67 0.57 0.33
0.49 0.05 -0.67
-0.08 0.61 0.46
0.56 -0.13 0.03
-1.42 0.55 0.06
0.22 -1.11 0.64
-0.60 0.09 -0.11
-0.21 0.05 -0.14
0.64 0.45 -0.95
0.65 -0.69 -0.23
0.18 0.22 0.22
0.47 0.67 0.43
-0.58 -0.14 -0.40

***

Question: Which of these has the highest energy?
Answer: C27H57BeFN3O3

***

Question: What is the formula in the first record?
Answer: C9H13F9N3OS

***

Question: Among the records above, which one has the lowest energy?
Answer: C9H13F9N3OS